1.
Molecular formula: CH4N2S
Method: DFT, the ωB97M-V functional and the def2-TZVPD basis

HOMO level: -9.55 eV
DFT total energy: -548.16562 Eh
energy above the lowest of the compared OMol25 structures with the same formula, charge and spin: 121.4 kJ/mol
largest force on an atom: 3.0 eV/Å
SMILES: [H]/N=C\NS

```
! RIJCOSX wB97M-V def2-TZVPD def2/J DEFGRID3
* xyz 0 1
H -0.578 0.437 1.560
N 0.118 -0.259 1.909
C 0.821 -0.603 0.860
N 0.732 -0.148 -0.448
S -0.736 0.533 -0.990
H 1.615 -1.300 1.004
H 1.292 -0.660 -1.174
H -1.432 -0.545 -0.938
*
```

---

2.
Molecular formula: C13H36N6O12
Method: DFT, the ωB97M-V functional and the def2-TZVPD basis

HOMO level: -7.91 eV
DFT total energy: -1747.65844 Eh
energy above the lowest of the compared OMol25 structures with the same formula, charge and spin: 83.2 kJ/mol
largest force on an atom: 6.2 eV/Å

```
! RIJCOSX wB97M-V def2-TZVPD def2/J DEFGRID3
* xyz 0 1
C 3.506 0.950 2.398
C 2.076 0.340 2.595
N 0.892 1.245 2.129
C 1.137 1.596 0.601
C -0.485 0.423 2.179
C -1.691 1.127 1.532
C 0.812 2.562 2.976
C 0.165 2.362 4.424
O -1.199 2.079 4.388
C -1.837 1.575 5.504
H 4.230 0.137 2.456
H 3.633 1.744 3.134
H 3.784 1.223 1.380
H 1.771 0.005 3.586
H 1.900 -0.510 1.936
H 1.260 0.671 0.038
H 1.963 2.307 0.573
H 0.223 2.082 0.258
H -0.538 0.134 3.229
H -0.298 -0.438 1.537
H -1.728 2.194 1.753
H -2.631 0.830 1.997
H -1.839 0.976 0.463
H 0.269 3.330 2.425
H 1.843 2.913 2.953
H 0.293 3.239 5.058
H 0.811 1.593 4.847
H -1.304 0.743 5.967
H -2.814 1.228 5.167
H -2.060 2.399 6.181
O -0.739 0.314 -1.618
H -1.209 0.335 -2.475
C 2.294 -1.813 -1.528
N 3.296 -2.403 -0.684
O 3.239 -2.216 0.529
O 4.153 -3.125 -1.261
H 2.687 -0.808 -1.369
H 1.287 -1.764 -1.112
H 2.290 -2.065 -2.588
C -1.136 -3.118 -0.247
N 0.002 -3.665 0.536
O 0.778 -4.346 -0.032
O 0.179 -3.233 1.620
H -1.106 -2.047 -0.050
H -1.988 -3.668 0.154
H -0.918 -3.353 -1.289
C -3.458 -1.170 -1.757
N -4.840 -1.486 -2.031
O -5.349 -2.543 -1.656
O -5.582 -0.526 -2.483
H -3.370 -0.517 -0.889
H -3.145 -0.580 -2.619
H -3.085 -2.183 -1.614
C 0.788 2.100 -3.538
N 1.690 3.055 -2.942
O 1.331 3.581 -1.927
O 2.814 3.271 -3.346
H 0.539 2.536 -4.506
H -0.120 2.130 -2.935
H 1.196 1.090 -3.564
C -0.205 -1.580 -4.834
N -1.293 -2.147 -5.682
O -0.867 -2.758 -6.652
O -2.468 -2.041 -5.337
H -0.589 -1.248 -3.869
H 0.176 -0.766 -5.451
H 0.582 -2.303 -4.623
*
```

---

3.
Molecular formula: C17H53N3O8
Method: DFT, the ωB97M-V functional and the def2-TZVPD basis

HOMO level: -9.27 eV
DFT total energy: -1445.40900 Eh
energy above the lowest of the compared OMol25 structures with the same formula, charge and spin: 348.1 kJ/mol
largest force on an atom: 2.7 eV/Å
SMILES: COC[C@H](C)N.COC[C@H](C)N.COC[C@H](C)N.CO.CO.CO.CO.CO

```
! RIJCOSX wB97M-V def2-TZVPD def2/J DEFGRID3
* xyz 0 1
C 8.252 31.102 -10.830
O 9.059 32.209 -10.340
C 8.575 33.557 -10.516
C 9.049 34.231 -11.791
C 10.478 34.651 -11.827
N 8.177 35.317 -12.111
H 8.784 30.246 -10.413
H 8.256 30.786 -11.873
H 7.254 31.089 -10.392
H 7.485 33.540 -10.520
H 8.872 34.123 -9.633
H 9.084 33.494 -12.593
H 10.571 35.585 -11.272
H 10.807 34.640 -12.866
H 11.136 33.960 -11.301
H 8.641 36.044 -12.637
H 7.870 35.734 -11.244
C -0.011 20.301 -6.304
O 0.194 21.541 -6.915
C -0.961 22.373 -7.064
C -0.554 23.724 -6.401
C -0.654 23.493 -4.868
N -1.472 24.845 -6.799
H -0.793 19.785 -6.860
H -0.181 20.419 -5.234
H 0.832 19.638 -6.498
H -1.337 22.417 -8.086
H -1.648 22.034 -6.289
H 0.490 23.950 -6.616
H -1.680 23.492 -4.501
H -0.295 24.362 -4.317
H -0.053 22.642 -4.549
H -1.568 24.739 -7.799
H -2.330 24.429 -6.464
C 6.244 27.596 -4.328
O 6.379 26.290 -4.755
C 7.699 25.864 -4.453
C 7.708 24.359 -4.677
C 8.993 23.635 -4.419
N 7.132 23.967 -5.941
H 5.394 28.038 -4.847
H 7.093 28.260 -4.486
H 5.960 27.511 -3.279
H 8.455 26.186 -5.169
H 7.998 26.009 -3.415
H 7.130 23.944 -3.851
H 9.851 24.188 -4.800
H 8.970 22.664 -4.915
H 9.340 23.489 -3.396
H 6.403 23.406 -5.524
H 6.608 24.762 -6.278
C -2.031 32.099 -6.162
O -1.024 31.202 -5.646
H -3.053 31.774 -5.969
H -1.888 33.067 -5.682
H -1.850 32.211 -7.231
H -1.360 30.328 -5.858
C 14.789 29.214 -9.270
O 13.900 29.632 -8.225
H 15.762 28.822 -8.974
H 14.305 28.441 -9.866
H 15.006 30.027 -9.963
H 13.036 29.884 -8.561
C 0.167 32.151 0.066
O -0.675 31.142 -0.403
H 1.235 31.974 -0.060
H -0.131 33.004 -0.544
H -0.001 32.322 1.130
H -0.571 31.045 -1.352
C 10.843 17.446 1.182
O 10.489 16.461 0.136
H 11.878 17.225 1.447
H 10.877 18.432 0.720
H 10.263 17.489 2.104
H 10.309 15.656 0.627
C 4.269 20.521 0.273
O 3.501 19.613 -0.515
H 4.336 20.057 1.257
H 5.278 20.780 -0.049
H 3.800 21.491 0.433
H 3.893 18.738 -0.488
*
```

---

4.
Molecular formula: C6H10F5O2PSSi2Zn
Method: DFT, the ωB97M-V functional and the def2-TZVPD basis

HOMO level: -14.46 eV
DFT total energy: -3981.31196 Eh
largest force on an atom: 9.9 eV/Å

```
! RIJCOSX wB97M-V def2-TZVPD def2/J DEFGRID3
* xyz 2 1
C 0.127 -0.199 3.953
C 0.600 -0.593 2.677
Si 1.144 -0.946 0.865
O 0.414 0.087 -0.353
Si -0.070 1.649 0.286
O 0.452 2.975 -0.800
C 1.713 2.617 -1.468
C 1.389 1.944 -2.947
P -2.299 1.691 0.193
S -2.964 3.349 0.976
C 0.515 -2.764 0.465
F 1.108 -3.304 -0.800
F 1.034 -3.640 1.577
C -1.132 -2.841 0.312
F -1.436 -2.513 -1.130
F -1.685 -4.189 0.705
F -1.865 -1.849 1.130
H -0.253 -0.077 5.074
H 2.609 -1.012 0.675
H 0.461 1.976 1.602
H 2.325 3.623 -1.659
H 2.432 1.941 -0.813
H 2.391 1.502 -3.397
H 0.582 1.082 -2.823
H 0.975 2.750 -3.717
H -2.781 1.683 -1.195
H -2.887 0.554 0.915
Zn -2.899 -5.496 -0.302
*
```

---

5.
Molecular formula: C24H32FN3O17S
Method: DFT, the ωB97M-V functional and the def2-TZVPD basis

HOMO level: -9.39 eV
DFT total energy: -2874.88751 Eh
largest force on an atom: 6.7 eV/Å
SMILES: O=C(F)NC(=O)C1=CC(=O)C(CCSc2nnco2)=CC1=O.COC(=O)OC.COC(=O)OC.COC(=O)OC.COC(=O)OC

```
! RIJCOSX wB97M-V def2-TZVPD def2/J DEFGRID3
* xyz 0 1
O 0.484 4.060 -1.488
C -0.264 4.644 -2.314
F -0.142 4.368 -3.725
N -1.252 5.661 -1.919
C -2.586 5.069 -1.645
O -3.600 5.518 -2.236
C -2.634 3.905 -0.547
C -3.307 2.662 -0.689
C -3.168 1.642 0.567
O -4.194 0.988 0.890
C -1.750 1.611 1.294
C -0.996 0.317 1.857
C -1.846 -1.045 1.805
S -1.568 -1.960 0.174
C -0.517 -3.425 0.533
N -0.881 -4.566 1.367
N 0.086 -5.517 1.480
C 1.189 -5.016 0.675
O 0.804 -3.759 0.114
C -1.069 2.873 1.434
C -1.807 4.182 0.823
O -1.742 5.331 1.328
H -1.391 6.247 -2.774
H -3.901 2.425 -1.633
H -0.546 0.512 2.906
H -0.076 0.153 1.168
H -2.968 -0.926 1.984
H -1.475 -1.789 2.616
H 2.202 -5.548 0.537
H -0.050 3.001 1.932
C -6.632 3.366 -7.740
O -5.616 4.356 -7.591
C -5.556 4.904 -6.364
O -6.269 4.628 -5.428
O -4.565 5.812 -6.361
C -4.385 6.479 -5.112
H -6.588 2.994 -8.765
H -6.457 2.528 -7.061
H -7.621 3.799 -7.573
H -4.121 5.766 -4.328
H -5.284 7.037 -4.840
H -3.562 7.187 -5.226
C 6.498 -4.541 4.687
O 5.298 -4.041 5.276
C 4.170 -4.474 4.684
O 4.108 -5.219 3.735
O 3.125 -3.932 5.333
C 1.852 -4.308 4.808
H 7.341 -4.128 5.242
H 6.538 -5.630 4.758
H 6.580 -4.218 3.646
H 1.707 -5.388 4.884
H 1.749 -3.977 3.772
H 1.085 -3.815 5.405
C -5.529 -1.634 -2.098
O -4.497 -2.376 -2.747
C -4.711 -2.591 -4.057
O -5.669 -2.218 -4.690
O -3.671 -3.295 -4.538
C -3.764 -3.599 -5.929
H -5.250 -1.521 -1.049
H -5.623 -0.639 -2.539
H -6.479 -2.171 -2.148
H -3.788 -2.682 -6.523
H -4.644 -4.214 -6.131
H -2.875 -4.167 -6.206
C 11.590 0.088 5.008
O 10.471 -0.624 4.484
C 9.339 -0.473 5.194
O 9.212 0.191 6.195
O 8.372 -1.190 4.595
C 7.104 -1.123 5.246
H 12.444 -0.106 4.358
H 11.396 1.163 5.012
H 11.834 -0.264 6.013
H 6.731 -0.096 5.259
H 7.169 -1.524 6.260
H 6.403 -1.737 4.679
*
```

---

6.
Molecular formula: C5H9NO
Method: DFT, the ωB97M-V functional and the def2-TZVPD basis

HOMO level: -9.65 eV
DFT total energy: -325.90968 Eh
energy above the lowest of the compared OMol25 structures with the same formula, charge and spin: 73.2 kJ/mol
largest force on an atom: 0.4 eV/Å
SMILES: C[C@@H]1C(=O)N[C@@H]1C

```
! RIJCOSX wB97M-V def2-TZVPD def2/J DEFGRID3
* xyz 0 1
C 0.955 -1.269 -0.822
C 0.524 -0.653 0.506
C -0.874 -1.060 1.015
O -1.428 -2.098 1.284
N -1.285 0.244 1.029
C -0.026 0.811 0.548
C -0.141 1.606 -0.739
H 0.101 -1.667 -1.377
H 1.645 -2.100 -0.652
H 1.465 -0.542 -1.463
H 1.287 -0.813 1.275
H -2.173 0.666 1.262
H 0.476 1.414 1.317
H -0.578 1.007 -1.543
H 0.837 1.976 -1.065
H -0.785 2.479 -0.576
*
```

---

7.
Molecular formula: C3H9O3
Method: DFT, the ωB97M-V functional and the def2-TZVPD basis

HOMO level: -3.59 eV
DFT total energy: -345.42039 Eh
energy above the lowest of the compared OMol25 structures with the same formula, charge and spin: 34.7 kJ/mol
largest force on an atom: 2.6 eV/Å

```
! RIJCOSX wB97M-V def2-TZVPD def2/J DEFGRID3
* xyz -1 1
C 1.166 0.285 0.905
C 1.578 -0.977 0.158
O 1.139 -0.980 -1.219
C -0.320 0.696 0.496
O -1.042 -0.356 -0.037
H 1.178 0.200 1.995
H 1.941 1.050 0.782
H 1.251 -1.880 0.678
H 2.634 -1.042 -0.044
H 0.117 -0.940 -0.950
H -0.339 1.590 -0.146
H -0.718 0.919 1.497
H -2.617 0.413 -0.646
H -2.703 0.387 -2.107
O -3.264 0.638 -1.363
*
```

---

8.
Molecular formula: C54H114N6O6
Method: DFT, the ωB97M-V functional and the def2-TZVPD basis

HOMO level: -7.95 eV
DFT total energy: -2905.30309 Eh
energy above the lowest of the compared OMol25 structures with the same formula, charge and spin: 955.3 kJ/mol
largest force on an atom: 4.5 eV/Å
SMILES: CC1(C)CCCC(C)(C)N1O.CC1(C)CCCC(C)(C)N1O.CC1(C)CCCC(C)(C)N1O.CC1(C)CCCC(C)(C)N1O.CC1(C)CCCC(C)(C)N1O.CC1(C)CCCC(C)(C)N1O

```
! RIJCOSX wB97M-V def2-TZVPD def2/J DEFGRID3
* xyz 0 1
C -19.931 -16.938 10.701
C -21.135 -17.180 11.532
C -21.713 -18.553 11.266
C -20.555 -17.316 12.992
C -21.638 -17.196 14.072
C -22.522 -15.943 13.917
C -23.079 -15.731 12.528
C -24.285 -16.782 12.315
C -23.582 -14.238 12.388
N -22.087 -16.032 11.416
O -22.604 -16.011 10.127
H -19.565 -15.916 10.796
H -19.130 -17.677 10.681
H -20.148 -17.175 9.660
H -22.189 -18.517 10.286
H -21.017 -19.389 11.338
H -22.461 -18.782 12.024
H -20.005 -18.247 13.123
H -19.841 -16.509 13.159
H -22.304 -18.049 14.204
H -21.209 -17.074 15.067
H -21.745 -15.184 14.004
H -23.271 -15.898 14.708
H -24.257 -17.620 13.011
H -24.481 -17.091 11.288
H -25.257 -16.318 12.483
H -24.463 -14.079 13.009
H -24.029 -14.148 11.398
H -22.852 -13.434 12.477
H -22.727 -15.060 10.107
C -20.699 -23.323 2.546
C -20.638 -24.424 1.504
C -22.117 -24.905 1.374
C -20.082 -23.876 0.151
C -19.779 -24.870 -1.022
C -19.741 -26.228 -0.459
C -19.103 -26.406 1.000
C -19.301 -27.936 1.357
C -17.574 -25.995 1.071
N -19.715 -25.485 2.026
O -20.070 -26.063 3.289
H -21.109 -23.657 3.500
H -19.651 -23.113 2.761
H -21.127 -22.352 2.296
H -22.847 -24.210 0.958
H -22.223 -25.799 0.760
H -22.505 -25.226 2.341
H -20.864 -23.253 -0.283
H -19.220 -23.244 0.366
H -20.351 -24.857 -1.950
H -18.743 -24.793 -1.351
H -19.110 -26.879 -1.065
H -20.735 -26.659 -0.337
H -18.660 -28.484 0.666
H -20.367 -28.116 1.219
H -19.099 -28.273 2.374
H -17.005 -26.690 0.454
H -17.330 -25.909 2.130
H -17.583 -25.038 0.549
H -19.272 -25.995 3.817
C -21.490 -24.784 5.795
C -20.351 -24.130 6.764
C -19.775 -25.169 7.768
C -19.236 -23.747 5.687
C -18.067 -22.963 6.253
C -18.528 -21.769 7.068
C -19.644 -21.977 8.095
C -19.316 -22.538 9.527
C -20.397 -20.619 8.251
N -20.665 -22.830 7.468
O -21.834 -22.991 8.206
H -22.029 -24.016 5.241
H -21.115 -25.743 5.436
H -22.313 -24.942 6.493
H -20.420 -25.299 8.636
H -19.799 -26.177 7.356
H -18.790 -25.055 8.222
H -18.922 -24.608 5.097
H -19.606 -23.002 4.982
H -17.298 -23.549 6.757
H -17.548 -22.587 5.372
H -18.505 -20.783 6.604
H -17.631 -21.503 7.627
H -20.051 -23.244 9.916
H -19.145 -21.662 10.152
H -18.322 -22.967 9.403
H -21.127 -20.624 7.442
H -19.830 -19.734 7.960
H -20.720 -20.412 9.271
H -22.419 -22.300 7.886
C -18.514 -27.255 10.842
C -18.414 -28.778 10.569
C -17.799 -29.031 9.212
C -17.470 -29.440 11.677
C -18.108 -29.778 13.104
C -19.434 -30.630 12.880
C -20.396 -29.879 11.911
C -21.513 -31.023 11.475
C -21.172 -28.638 12.499
N -19.668 -29.550 10.726
O -20.605 -29.122 9.709
H -19.340 -26.710 10.385
H -18.552 -27.045 11.911
H -17.537 -26.860 10.565
H -18.420 -28.502 8.489
H -16.740 -28.774 9.230
H -17.794 -30.075 8.900
H -17.041 -30.347 11.251
H -16.642 -28.769 11.904
H -17.498 -30.442 13.715
H -18.320 -28.878 13.682
H -19.861 -30.851 13.858
H -19.249 -31.560 12.342
H -22.351 -30.649 10.887
H -21.813 -31.661 12.306
H -21.011 -31.632 10.723
H -20.640 -28.089 13.276
H -22.143 -28.923 12.906
H -21.355 -27.827 11.795
H -20.917 -28.300 10.094
C -16.988 -18.434 8.025
C -15.510 -18.437 8.616
C -15.406 -17.944 10.064
C -15.033 -19.914 8.451
C -13.492 -20.218 8.563
C -12.821 -19.323 7.563
C -13.151 -17.778 7.653
C -12.458 -17.228 8.868
C -12.492 -17.120 6.384
N -14.602 -17.677 7.712
O -15.134 -16.434 7.457
H -17.347 -17.405 7.999
H -16.929 -18.659 6.960
H -17.674 -19.032 8.624
H -14.607 -17.264 10.361
H -16.330 -17.375 10.168
H -15.182 -18.690 10.826
H -15.561 -20.598 9.115
H -15.436 -20.385 7.555
H -13.221 -20.133 9.615
H -13.110 -21.235 8.474
H -12.865 -19.710 6.545
H -11.787 -19.539 7.833
H -11.429 -16.901 8.722
H -12.500 -17.631 9.880
H -12.850 -16.238 9.101
H -12.802 -16.107 6.128
H -12.474 -17.752 5.497
H -11.429 -16.914 6.514
H -14.850 -15.933 8.225
C -21.092 -28.724 6.234
C -22.186 -29.748 5.631
C -23.441 -28.803 5.454
C -21.594 -30.079 4.150
C -20.975 -31.456 3.950
C -21.616 -32.626 4.782
C -21.740 -32.155 6.337
C -22.537 -33.335 6.932
C -20.365 -32.028 7.072
N -22.567 -30.915 6.490
O -22.914 -30.584 7.858
H -20.238 -29.121 6.783
H -20.578 -28.087 5.514
H -21.556 -28.093 6.991
H -23.106 -28.046 4.745
H -24.233 -29.293 4.888
H -23.833 -28.375 6.377
H -22.385 -30.173 3.406
H -20.864 -29.364 3.768
H -20.865 -31.739 2.904
H -19.949 -31.409 4.317
H -21.030 -33.534 4.641
H -22.574 -32.839 4.306
H -23.397 -33.708 6.375
H -22.841 -33.391 7.978
H -21.712 -34.048 6.936
H -19.785 -31.250 6.575
H -19.740 -32.920 7.051
H -20.458 -31.616 8.077
H -22.112 -30.115 8.098
*
```

---

9.
Molecular formula: C6H10
Method: DFT, the ωB97M-V functional and the def2-TZVPD basis

HOMO level: -8.43 eV
DFT total energy: -234.56913 Eh
energy above the lowest of the compared OMol25 structures with the same formula, charge and spin: 87.6 kJ/mol
largest force on an atom: 1.0 eV/Å
SMILES: C=C/C(C)=C/C

```
! RIJCOSX wB97M-V def2-TZVPD def2/J DEFGRID3
* xyz 0 1
C 1.930 -1.616 0.602
C 0.705 -1.204 0.881
C -0.128 -0.186 0.225
C -1.478 -0.014 0.888
C 0.299 0.538 -0.811
C -0.448 1.629 -1.491
H 2.588 -1.212 -0.169
H 2.389 -2.419 1.179
H 0.232 -1.728 1.703
H -2.065 -0.932 0.827
H -2.134 0.750 0.461
H -1.325 0.245 1.939
H 1.308 0.336 -1.158
H 0.231 2.408 -1.835
H -1.167 2.121 -0.842
H -0.937 1.282 -2.398
*
```